145
Properties=species:S:1:pos:R:3:mulliken_charge:R:1 method="wB97M-V/def2-TZVPD" homo_ev=-9.688 e_tot_ev=-124092.1301 spin_multiplicity=1
C 1.34888 -1.54216 0.62683 -0.95
C 1.39486 -0.29172 0.38592 -0.04
C 0.89768 0.60591 1.45265 0.54
O 1.14395 0.40302 2.55905 -0.56
O 0.17879 1.68416 1.13648 -0.06
C -0.84142 1.38060 0.16852 0.22
C -2.24707 1.71688 0.63239 -0.80
C -3.13488 1.24584 -0.51036 0.66
C -4.64855 1.29014 -0.27505 -1.64
C -5.15729 0.89673 1.10913 -0.96
C -5.40891 -0.62922 1.29459 -0.31
C -4.79032 -1.08801 2.58363 0.10
O -5.37718 -1.10704 3.55714 -0.53
O -3.47104 -1.45093 2.61386 -0.41
C -3.14607 -2.63611 1.85733 0.16
C -1.86869 -2.33545 1.07271 0.09
O -1.76952 -3.11781 -0.10456 -0.66
C -2.50067 -2.58851 -1.19746 0.00
H 1.29847 -2.29173 -0.14197 0.24
H 1.31230 -1.88178 1.64496 0.42
H 1.75625 0.05425 -0.57620 0.54
H -0.86066 0.33783 -0.10926 -0.60
H -0.64827 1.99898 -0.69916 0.15
H -2.43889 1.13828 1.53210 0.24
H -2.35011 2.76470 0.87388 0.62
H -2.93298 1.93721 -1.33780 0.27
H -2.76649 0.28278 -0.83501 -0.17
H -5.04679 2.24571 -0.58056 0.52
H -5.07838 0.56973 -0.96687 0.43
H -4.57498 1.28515 1.93317 0.62
H -6.13687 1.34714 1.20177 0.40
H -5.12067 -1.20606 0.42623 0.21
H -6.46749 -0.79018 1.41378 0.54
H -2.89260 -3.40056 2.58667 -0.62
H -3.94491 -2.99002 1.21592 0.75
H -1.84653 -1.27541 0.83667 -0.08
H -0.99922 -2.56606 1.67414 0.52
H -2.92325 -3.40914 -1.76218 0.43
H -1.84660 -2.00544 -1.83639 -0.18
H -3.30305 -1.95632 -0.83976 -0.17
C 0.64765 -1.67980 -3.62870 -0.84
N 0.61368 -0.41044 -2.85352 0.86
O 1.65146 0.21743 -2.72618 -0.72
O -0.45734 -0.07145 -2.39248 -0.13
H 1.65921 -1.85152 -3.97964 0.27
H 0.32352 -2.47686 -2.96405 0.30
H -0.03927 -1.56467 -4.46309 0.31
C 2.69868 3.31486 2.92410 -0.69
N 2.99252 4.43303 3.85935 1.00
O 2.07094 5.15978 4.18367 -0.53
O 4.13888 4.55372 4.24125 -0.61
H 1.64731 3.32910 2.67216 0.13
H 3.30894 3.46524 2.03919 0.31
H 2.96070 2.38966 3.42921 0.35
C -2.15854 -6.21444 0.80793 -0.08
N -3.42909 -6.70588 0.21502 1.02
O -4.07611 -5.91938 -0.44781 -0.50
O -3.72570 -7.86247 0.43030 -0.60
H -2.02493 -5.17469 0.52830 -0.25
H -2.23029 -6.31972 1.88572 0.24
H -1.35712 -6.82928 0.40667 0.33
C -3.53623 -8.13708 -2.86713 -0.82
N -2.58023 -7.32617 -3.66906 1.04
O -1.43723 -7.24902 -3.27075 -0.54
O -3.00173 -6.78679 -4.67653 -0.55
H -3.00940 -8.54368 -2.01290 0.33
H -4.33927 -7.47653 -2.54705 0.24
H -3.91191 -8.93261 -3.50387 0.30
C 2.08180 7.59063 6.10898 -0.42
N 1.10976 8.42419 6.86945 0.93
O 0.69210 9.43336 6.33525 -0.56
O 0.80006 8.03353 7.97512 -0.55
H 2.26270 8.05643 5.14786 0.27
H 2.99561 7.53895 6.69318 0.04
H 1.64486 6.60787 5.98393 0.30
C 0.05158 2.46390 -4.06891 -0.52
N -1.21480 1.70100 -4.25872 1.00
O -2.17137 2.03348 -3.58998 -0.57
O -1.20002 0.79728 -5.07140 -0.62
H -0.11158 3.22843 -3.32270 0.21
H 0.81154 1.76089 -3.74186 0.16
H 0.31214 2.90564 -5.02596 0.33
C -6.20277 -5.23942 -4.94609 -0.73
N -6.63864 -5.07528 -3.53108 0.93
O -6.76587 -6.08176 -2.86232 -0.53
O -6.83517 -3.94207 -3.14655 -0.54
H -6.06566 -6.29513 -5.14558 0.30
H -6.97948 -4.82274 -5.58006 0.29
H -5.26860 -4.69912 -5.06392 0.27
C 6.47866 7.77264 5.81272 -0.72
N 5.50839 8.61018 6.57367 0.85
O 5.09370 9.61522 6.03744 -0.50
O 5.19795 8.21931 7.68293 -0.50
H 6.65695 8.23959 4.85178 0.31
H 7.39324 7.72044 6.39585 0.28
H 6.03499 6.78792 5.69088 0.27
C 7.11640 9.31113 10.66311 -0.61
N 8.10296 8.24347 10.98994 0.86
O 7.68261 7.22028 11.48696 -0.51
O 9.26692 8.47770 10.73162 -0.52
H 6.12755 8.96878 10.94262 0.31
H 7.39423 10.19656 11.22657 0.28
H 7.17445 9.49283 9.59481 0.20
C -1.70094 -4.40418 5.91303 -0.82
N -2.26949 -4.88363 4.62375 0.87
O -1.71165 -4.54015 3.59349 -0.49
O -3.25344 -5.58389 4.67942 -0.52
H -0.83187 -3.79286 5.70185 0.32
H -2.47174 -3.82526 6.41279 0.31
H -1.43004 -5.28008 6.49446 0.29
C 0.12652 6.72233 1.22848 -0.86
N 0.22462 5.30311 0.78869 0.93
O 1.32596 4.79519 0.73588 -0.52
O -0.80981 4.73677 0.50332 -0.46
H 1.12359 7.08669 1.44430 0.30
H -0.32702 7.28382 0.41749 0.31
H -0.49675 6.74602 2.11716 0.31
C -0.49687 -6.54210 -6.38341 -0.78
N 0.48822 -5.73958 -7.16176 0.88
O 1.62558 -5.67152 -6.73170 -0.55
O 0.08795 -5.20491 -8.17269 -0.55
H 0.00083 -6.95594 -5.51485 0.31
H -1.29950 -5.87942 -6.08600 0.29
H -0.86116 -7.33039 -7.03567 0.33
C 4.48192 -7.30232 -5.47824 -0.49
N 4.49549 -7.47149 -3.99751 0.90
O 3.56776 -7.00603 -3.36827 -0.50
O 5.44058 -8.06815 -3.52218 -0.56
H 3.58822 -6.75630 -5.75911 0.14
H 5.37543 -6.74952 -5.75110 0.26
H 4.48562 -8.29439 -5.92007 0.29
C 5.53719 -2.13371 -5.47555 -0.77
N 4.19543 -2.77900 -5.51485 0.89
O 3.39857 -2.47477 -4.64698 -0.58
O 3.98983 -3.56348 -6.41151 -0.50
H 5.57295 -1.46252 -4.62592 0.31
H 6.27557 -2.92375 -5.37957 0.27
H 5.66460 -1.59063 -6.40683 0.30
C -0.03826 6.97814 -5.55875 -0.72
N 0.74641 6.14362 -4.60546 0.81
O 0.12844 5.50617 -3.77424 -0.46
O 1.95198 6.15884 -4.72752 -0.51
H -1.09143 6.86521 -5.33095 0.31
H 0.28006 8.00781 -5.42903 0.29
H 0.18358 6.62443 -6.56091 0.29

106
Properties=species:S:1:pos:R:3:mulliken_charge:R:1 method="wB97M-V/def2-TZVPD" homo_ev=-8.204 e_tot_ev=-48376.3996 spin_multiplicity=1 relative_energy_ev=3.491
C 6.63830 -4.72253 2.02482 -0.53
O 6.73592 -3.28898 1.96319 -0.50
H 6.08664 -5.22729 1.23173 0.25
H 7.66403 -5.08470 2.09425 0.25
H 6.20739 -5.05315 2.96986 0.23
H 7.34231 -3.04993 1.25840 0.30
C 1.34973 -1.79016 -0.74316 -0.50
O 2.55782 -2.46809 -0.46101 -0.48
H 1.33026 -1.52767 -1.80090 0.23
H 0.44772 -2.38053 -0.58209 0.22
H 1.21125 -0.87157 -0.17296 0.23
H 3.20533 -1.85335 -0.10828 0.31
C 0.71120 -8.35993 -0.65428 -1.40
C 1.03551 -9.33039 0.49391 0.38
C -0.22363 -10.18733 1.05801 -0.52
O 0.29392 -10.81513 2.28572 -0.37
C 0.39314 -9.88143 3.38936 -0.72
N 2.07025 -10.24559 -0.01951 -0.73
H 0.70170 -8.75972 -1.66827 0.32
H 1.56904 -7.69374 -0.74604 0.34
H -0.19958 -7.77587 -0.52214 0.34
H 1.47125 -8.81150 1.34771 0.37
H -0.47002 -11.03127 0.41368 0.22
H -1.14068 -9.71394 1.40877 0.32
H -0.56797 -9.86493 3.90327 0.28
H 0.45324 -8.84737 3.04993 0.35
H 1.12630 -10.19730 4.13153 0.24
H 2.33806 -10.75272 0.81187 0.32
H 1.59410 -10.86978 -0.65494 0.28
C 6.43528 4.39395 -8.15880 -1.38
C 5.15148 5.04000 -7.54342 0.31
C 4.82119 4.22561 -6.30003 -0.66
O 4.45165 2.92213 -6.63412 -0.31
C 4.30867 2.01086 -5.49497 -0.69
N 5.45800 6.41328 -7.27996 -0.74
H 6.03379 3.45780 -8.54677 0.36
H 7.22472 4.13239 -7.45420 0.31
H 6.75723 5.07073 -8.95027 0.46
H 4.41778 5.04097 -8.34951 0.37
H 4.02947 4.80697 -5.82748 0.29
H 5.72089 4.27574 -5.68674 0.30
H 3.92532 1.07593 -5.90370 0.24
H 3.50970 2.48286 -4.92316 0.28
H 5.22374 1.90513 -4.91225 0.29
H 4.75738 6.89565 -7.82452 0.31
H 6.27339 6.59985 -7.84603 0.26
C -6.87582 -4.08263 1.32381 -1.80
C -6.29403 -3.84615 2.77411 1.29
C -4.81405 -4.36398 2.75555 -1.15
C -4.05049 -4.18484 4.14748 -0.79
C -4.12109 -2.72622 4.54154 -1.25
C -5.52404 -2.02851 4.29889 1.64
N -6.24465 -2.42312 3.05134 0.35
O -7.40902 -1.76622 2.78098 -0.48
C -6.31456 -2.18398 5.60922 -1.71
C -5.05009 -0.58169 4.15437 -2.13
C -7.22224 -4.71863 3.67441 -1.73
H -7.41232 -5.02187 1.18929 0.37
H -6.13491 -3.86955 0.55326 0.39
H -7.71106 -3.41883 1.10058 0.42
H -4.72203 -5.43118 2.55379 0.47
H -4.16052 -3.86098 2.04281 0.46
H -2.97902 -4.38493 4.15044 0.40
H -4.58375 -4.66770 4.96637 0.36
H -3.29923 -2.18770 4.06968 0.52
H -3.93392 -2.65980 5.61328 0.35
H -6.13238 -3.18244 6.00671 0.37
H -6.12804 -1.39450 6.33726 0.39
H -7.38053 -2.26966 5.39835 0.33
H -4.45753 -0.17358 4.97316 0.38
H -4.49970 -0.50434 3.21673 0.50
H -5.99836 -0.06037 4.02354 0.50
H -6.78694 -4.72731 4.67368 0.34
H -7.21578 -5.72843 3.26409 0.49
H -8.20402 -4.27778 3.84721 0.34
H -7.28985 -1.27829 1.96286 0.35
C 0.57325 9.95493 0.36301 -1.91
C 0.93591 8.68737 -0.55875 1.49
C 2.38653 8.24516 -0.18775 -1.31
C 2.85699 6.90839 -0.70454 -0.66
C 1.83879 5.85591 -0.29266 -1.09
C 0.24814 6.16687 -0.46042 1.44
N 0.02266 7.60734 -0.09350 0.26
O -1.37047 7.91089 -0.19829 -0.50
C -0.18624 5.83818 -1.91312 -1.73
C -0.56492 5.20318 0.41157 -1.82
C 0.69730 9.09507 -2.03246 -1.65
H -0.30679 10.50070 0.02276 0.40
H 1.41292 10.64809 0.31216 0.44
H 0.43813 9.68265 1.40977 0.45
H 3.09749 9.05885 -0.33102 0.47
H 2.32691 8.29621 0.89942 0.48
H 3.81968 6.73356 -0.22417 0.42
H 3.13170 6.98356 -1.75667 0.32
H 2.07247 5.53242 0.72166 0.39
H 2.07557 5.00829 -0.93576 0.30
H -0.08265 4.77432 -2.12657 0.48
H -1.20423 6.16548 -2.12457 0.34
H 0.53558 6.21891 -2.63570 0.35
H -0.46586 4.17034 0.07760 0.39
H -0.35536 5.19587 1.48121 0.40
H -1.60060 5.44653 0.17437 0.44
H 0.95150 8.37795 -2.81299 0.27
H 1.26486 10.02147 -2.12055 0.42
H -0.36499 9.29411 -2.17391 0.39
H -1.66602 8.12889 0.68868 0.33

117
Properties=species:S:1:pos:R:3:mulliken_charge:R:1 method="wB97M-V/def2-TZVPD" homo_ev="-7.384 / -7.403" e_tot_ev=-230764.4914 spin_multiplicity=2
Hf 0.32007 -0.82846 -0.10005 0.22
S -0.83932 -0.21491 4.13109 -0.53
Sb -0.52546 1.28232 2.48444 0.54
S -1.68521 0.52385 0.39725 -0.53
S 1.52246 0.91394 1.22608 -0.57
S -0.96482 3.41116 2.97604 -0.57
C -1.38484 4.36442 -1.95734 -0.96
C -2.02160 3.00603 -2.20176 -1.13
S -0.92542 1.66795 -2.72879 0.50
C -0.16158 2.47678 -4.16322 -1.50
C 1.14634 3.28354 -4.00193 -1.45
S 2.16736 2.84358 -2.59036 0.32
C 2.43763 4.40538 -1.73617 -0.89
C 1.21586 5.25449 -1.40580 -0.97
S -0.17308 4.41220 -0.61315 0.05
H -2.19276 5.05884 -1.71477 0.59
H -0.91762 4.73050 -2.87053 0.28
H -2.78680 3.11714 -2.97347 0.49
H -2.51215 2.63484 -1.30065 0.27
H -0.92538 3.14036 -4.57342 0.71
H -0.00627 1.69496 -4.90557 0.62
H 0.91732 4.34598 -3.94187 0.43
H 1.73837 3.13766 -4.90543 0.56
H 3.14641 5.01725 -2.29879 0.43
H 2.93599 4.09657 -0.81460 0.35
H 0.84524 5.76243 -2.29698 0.39
H 1.53603 6.04199 -0.72036 0.49
C 1.65434 -2.32530 2.99473 -1.17
O 1.58954 -2.15701 1.56470 0.60
Si 3.04933 -2.23221 0.69274 0.42
C 3.67287 -4.00667 0.78648 -1.43
C 4.34518 -1.23934 1.56046 -1.22
C 2.37972 -1.65699 -0.92685 0.80
Si 1.81123 -3.04129 -2.05899 -0.81
C 0.77240 -4.26174 -1.08573 0.05
C 0.72149 -2.25136 -3.37401 0.63
C 3.06261 -4.06852 -2.99312 -1.12
Si 3.77306 -0.72498 -1.82264 0.32
C 3.34684 -0.36287 -3.61299 -0.93
C 4.39261 0.83020 -0.97700 -0.98
C 5.32404 -1.81003 -1.90426 -1.16
H 2.25473 -1.52564 3.42622 0.22
H 2.10277 -3.29746 3.21316 0.38
H 0.65271 -2.24156 3.40602 0.03
H 4.55242 -4.05375 1.43012 0.55
H 3.96747 -4.39316 -0.18588 0.20
H 2.93683 -4.69919 1.19744 0.45
H 4.56151 -1.72716 2.51421 0.47
H 4.04882 -0.21150 1.74986 0.25
H 5.27056 -1.23690 0.98610 0.34
H -0.18870 -3.85126 -0.77000 -0.63
H 1.32527 -4.59302 -0.20920 0.26
H 0.54069 -5.15069 -1.67265 0.57
H 0.38452 -1.24600 -3.10130 -0.79
H -0.17328 -2.83111 -3.59204 -0.23
H 1.27268 -2.13250 -4.30722 0.71
H 3.85572 -4.48828 -2.37937 0.29
H 3.53024 -3.50031 -3.79465 0.32
H 2.51778 -4.89800 -3.45255 0.36
H 2.35831 0.07168 -3.75448 -0.11
H 3.41319 -1.26316 -4.22398 0.37
H 4.07829 0.35202 -3.99574 0.45
H 3.68467 1.28757 -0.28816 0.08
H 4.62985 1.56626 -1.74421 0.55
H 5.30509 0.61327 -0.42425 0.50
H 5.30875 -2.49711 -2.74536 0.39
H 5.48189 -2.40818 -1.00445 0.30
H 6.20506 -1.17487 -2.01871 0.48
I -3.94800 -3.33721 4.19274 0.15
C -2.42870 -3.23256 2.83064 -1.55
C -1.38423 -4.11046 2.66532 -0.13
N -0.60263 -3.60575 1.70483 -0.25
N -1.07638 -2.43820 1.21685 1.93
C -2.18900 -2.20491 1.91393 -0.96
H -1.14022 -5.03163 3.16344 0.59
H 0.28039 -3.94950 1.36661 -0.48
H -2.76355 -1.31397 1.74102 0.79
C -5.05410 0.20435 0.07848 -1.17
Si -4.80338 -1.43739 -0.77082 0.37
C -6.13882 -1.47381 -2.08978 -1.21
C -5.22034 -2.81191 0.44912 -1.06
Ge -2.63739 -1.85196 -1.80550 1.24
Si -2.86201 -4.26241 -2.12532 0.32
C -4.61042 -4.71072 -2.62791 -1.22
C -1.78601 -4.91391 -3.51719 -1.15
C -2.57368 -5.30167 -0.58645 -0.78
Si -3.00652 -0.90843 -4.02562 0.23
C -1.52707 -0.76049 -5.16035 -0.55
C -4.12773 -2.07852 -4.97929 -1.19
C -3.93269 0.72807 -3.95774 -0.99
H -6.07485 0.20364 0.47183 0.38
H -4.96545 1.03480 -0.62389 0.20
H -4.36965 0.39680 0.89894 0.37
H -7.08402 -1.31627 -1.56224 0.44
H -6.21021 -2.41982 -2.61741 0.37
H -6.03279 -0.67780 -2.82289 0.24
H -5.43640 -2.39875 1.43565 0.40
H -4.43050 -3.54962 0.57660 0.11
H -6.11582 -3.33763 0.11290 0.46
H -4.92817 -4.31510 -3.58786 0.35
H -5.34756 -4.44162 -1.87564 0.25
H -4.59116 -5.80320 -2.69741 0.46
H -1.95384 -4.37306 -4.44857 0.19
H -2.07552 -5.95571 -3.68418 0.53
H -0.71935 -4.89141 -3.31506 0.22
H -3.53746 -5.65603 -0.21820 0.50
H -2.08631 -4.78320 0.22835 -0.14
H -1.96812 -6.17455 -0.84001 0.51
H -1.25282 -1.73386 -5.56953 0.36
H -0.64204 -0.33702 -4.70199 -0.57
H -1.82582 -0.11682 -5.99308 0.48
H -3.66537 -3.04071 -5.19050 0.23
H -4.30466 -1.57566 -5.93524 0.46
H -5.09205 -2.25271 -4.51469 0.36
H -3.30678 1.52180 -4.36172 0.40
H -4.22795 1.02442 -2.95225 0.06
H -4.83597 0.65384 -4.56618 0.56